Record 1
Density functional theory data (ωB97M-V with the def2-TZVPD basis set) for C16H22MnN3O3SSe2 as an isolated structure.

The geometry in ORCA input format:
```
! RIJCOSX wB97M-V def2-TZVPD def2/J DEFGRID3
* xyz 3 2
Mn 0.131 0.354 0.130
C 1.239 -1.172 3.340
Se 0.195 -1.459 1.732
C -1.580 -1.315 2.494
C -2.605 -1.352 1.384
Se -2.259 -0.087 -0.064
C -3.167 1.467 0.653
H 0.965 -0.227 3.796
H 2.287 -1.200 3.057
H 0.990 -2.027 3.964
H -1.616 -0.402 3.080
H -1.683 -2.183 3.146
H -3.592 -1.084 1.757
H -2.677 -2.323 0.899
H -4.196 1.144 0.798
H -3.123 2.244 -0.106
H -2.718 1.787 1.588
C -0.345 3.846 4.098
N -0.218 3.711 2.626
C -0.178 4.795 1.815
C -0.048 4.685 0.473
C 0.089 3.389 -0.065
N 0.031 2.291 0.737
C -0.152 2.435 2.106
O -0.250 1.451 2.816
N 0.274 3.240 -1.376
H -0.275 4.904 4.333
H 0.462 3.303 4.579
H -1.302 3.450 4.423
H -0.255 5.756 2.307
H -0.009 5.562 -0.155
H 0.345 4.057 -1.963
H 0.493 2.358 -1.810
O 1.942 -5.500 -6.139
C 2.128 -5.271 -4.863
O 2.769 -6.008 -4.151
C 1.777 -4.035 -4.138
C 2.180 -2.748 -4.583
C 1.911 -1.660 -3.813
C 1.270 -1.835 -2.540
S 1.065 -0.420 -1.587
C 0.898 -3.123 -2.074
C 1.172 -4.208 -2.848
H 1.372 -4.838 -6.565
H 2.694 -2.633 -5.530
H 2.187 -0.667 -4.142
H 0.432 -3.239 -1.106
H 0.948 -5.213 -2.514
*
```

Summary:
Gap between HOMO and LUMO (spin up / spin down) (eV): 4.964 / 4.910
Highest occupied orbital energy (spin up / spin down) (eV): -17.9 / -17.8
LUMO level (spin up / spin down) (eV): -12.9209 / -12.9169

Record 2
Density functional theory data (ωB97M-V with the def2-TZVPD basis set) for one molecule with the formula C16H22N2O4.

The geometry in ORCA input format:
```
! RIJCOSX wB97M-V def2-TZVPD def2/J DEFGRID3
* xyz 0 1
C 0.535 -0.111 3.347
C 0.122 -0.170 2.059
C 0.218 1.085 1.196
O 1.129 2.004 1.737
C 0.705 3.349 1.584
C 0.486 0.770 -0.310
O -0.258 -0.425 -0.681
C -1.308 -0.188 -1.514
O -1.229 0.337 -2.599
C -2.638 -0.696 -0.997
C -2.725 -2.058 -0.808
C -3.894 -2.638 -0.379
C -4.977 -1.812 -0.137
C -4.867 -0.459 -0.301
C -3.701 0.132 -0.732
N 1.866 0.775 -0.682
C 2.071 0.507 -2.105
C 1.938 1.751 -2.990
O 2.906 2.159 -3.600
C 2.726 -0.062 0.151
C 2.525 -1.582 0.022
N 3.732 -2.338 0.456
H 0.140 0.695 3.966
H 1.231 -0.853 3.736
H -0.301 -1.078 1.635
H -0.775 1.582 1.212
H 0.297 3.522 0.581
H -0.049 3.578 2.351
H 1.541 4.036 1.736
H 0.022 1.600 -0.861
H -1.860 -2.684 -1.012
H -3.938 -3.716 -0.269
H -5.905 -2.279 0.179
H -5.762 0.120 -0.086
H -3.628 1.205 -0.868
H 1.419 -0.277 -2.524
H 3.096 0.152 -2.237
H 0.961 2.264 -3.119
H 2.705 0.194 1.213
H 3.758 0.133 -0.182
H 2.223 -1.918 -0.975
H 1.709 -1.885 0.696
H 4.291 -1.672 0.986
H 3.462 -3.048 1.126
*
```

Summary:
Gap between HOMO and LUMO (eV): 9.145
SMILES: C=C[C@@H](OC)[C@H](OC(=O)c1ccccc1)N(CC=O)CCN
Highest occupied orbital energy (eV): -8.6
LUMO level (eV): 0.5185

Record 3
Density functional theory data (ωB97M-V with the def2-TZVPD basis set) for C16H22N3O4PdS2Si as an isolated structure.

The geometry in ORCA input format:
```
! RIJCOSX wB97M-V def2-TZVPD def2/J DEFGRID3
* xyz -1 3
Pd -0.074 0.440 0.535
O -0.216 -2.288 3.160
S 0.725 -1.393 2.513
O 2.078 -1.435 3.020
O 0.693 -1.553 1.009
O 0.162 0.059 2.649
C 1.466 4.293 0.898
Si 1.243 3.065 -0.504
C 1.414 4.028 -2.116
C 2.609 1.774 -0.434
N -0.268 2.252 -0.373
C -1.459 2.975 -0.349
C -1.985 3.575 -1.503
C -3.166 4.299 -1.465
C -3.868 4.450 -0.274
C -3.363 3.859 0.878
C -2.183 3.133 0.843
H 2.407 4.843 0.818
H 1.455 3.768 1.856
H 0.649 5.019 0.903
H 2.401 4.496 -2.183
H 0.666 4.821 -2.183
H 1.289 3.371 -2.980
H 3.585 2.264 -0.496
H 2.534 1.067 -1.262
H 2.599 1.200 0.499
H -1.458 3.444 -2.440
H -3.546 4.745 -2.377
H -4.788 5.020 -0.242
H -3.891 3.971 1.819
H -1.788 2.673 1.742
N -2.542 -0.075 2.749
C -3.170 -0.243 1.593
S -2.400 -0.272 0.087
N -4.524 -0.397 1.652
C -5.342 -0.361 0.477
C -5.630 0.847 -0.141
C -6.432 0.862 -1.271
C -6.938 -0.326 -1.782
C -6.638 -1.533 -1.164
C -5.837 -1.551 -0.033
H -1.501 -0.071 2.783
H -3.029 -0.286 3.605
H -4.965 -0.129 2.519
H -5.187 1.759 0.241
H -6.644 1.802 -1.764
H -7.557 -0.313 -2.670
H -7.020 -2.461 -1.570
H -5.570 -2.479 0.455
*
```

Summary:
Gap between HOMO and LUMO (spin up / spin down) (eV): 7.451 / 7.214
Highest occupied orbital energy (spin up / spin down) (eV): -4.8 / -5.1
LUMO level (spin up / spin down) (eV): 2.6320 / 2.1129

Calculated total energy in order - -200380.624, -28115.050, -62641.451 eV